Here is a molecular structure, C30H31CoN7OS3 at a distorted geometry from OMol25. Energies are from the ωB97M-V functional and the def2-TZVPD basis.

Geometry as XYZ:
```
73
Properties=species:S:1:pos:R:3:forces:R:3:lowdin_charge:R:1
Co -6.8878 -1.2172 18.0909 0.06 1.05 0.81 0.487
C -8.8554 1.2966 16.2072 0.01 0.33 -0.13 -0.194
C -7.7695 1.0504 15.1371 -0.05 0.50 -0.01 -0.185
C -6.3685 0.8838 15.7204 0.19 -1.46 0.36 -0.207
N -6.1076 -0.4412 16.3829 0.57 0.78 -1.14 0.002
C -5.2289 -1.2575 15.7806 -0.95 0.62 1.34 -0.220
C -5.0211 -1.3012 14.3989 0.53 0.22 -0.78 -0.037
C -4.0114 -1.9488 13.6901 -0.62 0.20 0.05 -0.086
C -2.8863 -2.6092 14.1655 0.33 -0.34 -0.35 -0.125
C -2.5603 -2.8875 15.4885 0.03 0.09 -0.01 -0.086
C -3.3240 -2.7245 16.6342 0.66 -0.30 0.16 -0.031
C -4.5992 -2.1819 16.7638 -2.17 -0.03 0.91 -0.197
N -5.3896 -2.3242 17.8427 2.33 -0.67 -0.27 -0.081
C -4.8599 -3.0004 19.0659 -1.07 0.44 -1.04 -0.181
C -4.1104 -1.9893 19.9567 0.58 -0.31 0.07 -0.158
C -4.5017 -0.5362 19.6821 -1.88 0.30 0.13 -0.179
N -6.0071 -0.3868 19.5198 1.74 0.50 0.83 -0.063
C -6.7503 0.2087 20.4586 0.51 -0.32 -0.88 -0.285
C -6.3218 0.3651 21.7716 0.43 0.02 0.67 -0.033
C -6.9374 1.0125 22.8354 -0.14 0.01 0.00 -0.076
C -8.0652 1.8309 22.8114 0.12 -0.04 0.50 -0.116
C -8.8748 2.1403 21.7261 -0.10 -0.17 -0.96 -0.074
C -8.8846 1.5697 20.4455 -0.91 0.94 0.96 -0.038
C -8.0820 0.5583 19.9297 0.20 -1.45 -1.22 -0.251
N -8.3436 -0.1455 18.8202 -1.20 0.75 0.00 -0.024
C -9.7110 -0.0558 18.1910 1.27 -0.23 0.39 -0.184
C -9.5744 0.0161 16.6673 -0.48 0.12 -0.09 -0.199
H -9.5825 2.0257 15.8129 0.05 -0.37 0.03 0.108
H -8.4208 1.8263 17.0785 0.08 -0.38 -0.28 0.093
H -7.7439 1.9123 14.4488 0.04 -0.19 0.20 0.110
H -8.0356 0.1806 14.5199 0.06 0.11 0.14 0.111
H -6.1952 1.6437 16.5036 -0.10 -0.23 -0.39 0.027
H -5.5921 0.9941 14.9520 -0.24 0.31 0.08 0.105
H -5.7442 -0.7077 13.8268 0.30 -0.47 0.05 0.105
H -4.1370 -1.9245 12.6035 0.20 0.12 0.29 0.106
H -2.1922 -2.9832 13.4073 -0.17 0.20 0.27 0.096
H -1.5719 -3.3285 15.6391 -0.30 -0.01 0.01 0.107
H -2.9103 -3.1069 17.5681 0.14 0.14 -0.37 0.094
H -4.2681 -3.8746 18.7703 0.05 0.21 0.29 0.108
H -5.7482 -3.3913 19.5807 0.24 0.11 -0.01 0.106
H -3.0317 -2.0968 19.7808 -0.11 0.14 0.04 0.105
H -4.2632 -2.2648 21.0089 -0.08 0.17 -0.16 0.107
H -4.0821 -0.1695 18.7359 -0.02 -0.23 0.19 0.108
H -4.1886 0.1577 20.4777 0.22 -0.38 -0.29 0.104
H -5.3766 -0.1497 21.9808 -0.49 0.21 0.17 0.102
H -6.4628 0.8678 23.8167 -0.16 0.18 -0.47 0.111
H -8.3556 2.2789 23.7582 0.12 0.01 -0.11 0.094
H -9.6351 2.9152 21.8986 0.28 -0.40 -0.06 0.107
H -9.6824 1.9092 19.7679 0.53 0.08 0.62 0.091
H -10.2085 0.8212 18.6224 -0.22 -0.41 -0.64 0.087
H -10.2733 -0.9525 18.4910 0.08 0.20 -0.06 0.116
H -10.5738 -0.0267 16.2008 0.18 0.07 0.30 0.113
H -9.0727 -0.8828 16.2750 0.04 0.38 0.35 0.080
O -7.7655 -3.7226 17.5642 -0.62 1.62 0.14 0.037
N -7.9312 -2.5580 17.6556 -0.18 -2.82 -0.70 -0.031
S -7.2432 7.3763 15.7889 0.31 -0.36 -0.11 0.678
C -7.0254 6.1245 16.8287 -0.64 0.24 0.18 -1.079
S -5.7994 4.9135 16.6906 0.05 0.05 0.09 0.993
C -6.4011 4.0852 18.0948 -1.33 -0.06 1.05 -1.096
N -7.5227 4.6596 18.6532 1.83 0.96 -2.15 0.069
N -7.8129 5.8074 17.9367 0.42 -1.32 0.76 -0.129
C -8.9885 6.4858 18.3784 -0.43 0.26 0.32 -0.205
C -9.9320 5.7083 19.0634 0.13 0.09 -0.23 -0.018
C -11.1001 6.3150 19.5114 -0.07 0.29 0.24 -0.078
C -11.3117 7.6871 19.3179 0.43 -0.14 -0.34 -0.079
C -10.3324 8.4481 18.6572 -0.55 0.17 0.38 -0.076
C -9.1584 7.8646 18.2021 0.52 -0.24 -0.17 -0.059
S -5.7548 2.6803 18.7139 0.02 0.42 -0.03 0.815
H -9.6777 4.6536 19.2333 -0.50 0.57 -0.04 0.099
H -11.8480 5.7388 20.0587 0.25 0.07 -0.22 0.105
H -12.2302 8.1575 19.6816 0.38 -0.17 -0.17 0.105
H -10.4976 9.5238 18.5247 0.15 -0.47 0.03 0.110
H -8.3496 8.4335 17.7131 -0.87 -0.26 0.47 0.056
```
Forces are in eV/Å.

2S+1: 4
Frontier orbital gap (alpha / beta) (eV): 6.67 / 4.05
⟨S²⟩: 3.85
HOMO energy (alpha / beta) (eV): -6.789 / -6.824

---

Here is a molecular structure, C30H31GeN4O2RuS2 from OMol25. Energies are from the ωB97M-V functional and the def2-TZVPD basis.

Geometry as XYZ:
```
71
Properties=species:S:1:pos:R:3:forces:R:3:lowdin_charge:R:1
Ru -0.2856 0.2825 -1.5625 -0.47 -0.01 -0.04 0.894
O -0.4123 -0.4626 0.2663 0.03 0.05 -0.07 -0.335
C -1.4680 -0.2565 1.0468 -0.03 0.09 0.04 -0.338
C -1.7291 -1.2007 2.0524 0.00 -0.01 -0.01 -0.010
C -2.7662 -1.0308 2.9430 -0.02 0.02 0.00 -0.064
C -3.5842 0.0979 2.8756 0.00 -0.02 0.02 -0.086
C -3.3493 1.0303 1.8930 0.03 0.00 -0.03 -0.042
C -2.3152 0.8753 0.9549 0.05 -0.03 -0.02 -0.149
C -2.1991 1.9047 -0.0566 -0.01 -0.04 0.03 -0.058
N -1.4581 1.8182 -1.0987 -0.02 0.00 -0.02 -0.162
N -1.4769 2.8690 -2.0062 -0.02 0.01 0.01 0.095
C -0.7085 2.6008 -3.0232 0.00 -0.01 -0.01 -0.440
O 0.0154 1.5203 -3.1364 -0.03 -0.09 0.00 -0.215
C -0.6295 3.5864 -4.1283 0.01 -0.01 -0.01 -0.152
C 0.1703 3.3096 -5.2322 0.00 0.00 0.00 -0.022
C 0.2530 4.2196 -6.2753 0.00 0.00 0.00 -0.077
C -0.4598 5.4081 -6.2188 0.00 0.00 0.00 -0.087
C -1.2594 5.6862 -5.1171 0.00 0.00 0.00 -0.080
C -1.3469 4.7795 -4.0748 0.00 0.00 0.01 -0.031
H -1.0916 -2.0734 2.1075 -0.05 0.03 0.00 0.097
H -2.9432 -1.7837 3.7007 0.00 0.00 0.00 0.109
H -4.3940 0.2339 3.5788 0.00 0.00 0.00 0.103
H -3.9797 1.9088 1.8187 0.00 0.00 0.00 0.113
H -2.7980 2.8060 0.0443 -0.01 0.00 0.00 0.136
H 0.7182 2.3783 -5.2634 0.00 0.00 0.00 0.112
H 0.8745 3.9998 -7.1335 0.00 0.00 0.00 0.103
H -0.3947 6.1182 -7.0332 0.00 0.00 0.00 0.102
H -1.8176 6.6123 -5.0725 0.00 0.00 0.00 0.102
H -1.9673 4.9825 -3.2132 0.00 0.00 0.00 0.106
S -2.0306 -1.0244 -2.1293 0.05 0.11 -0.01 0.725
C -1.4227 -2.5440 -1.4776 0.00 0.02 0.00 -0.627
C -2.3196 -3.4888 -0.9885 0.00 0.00 0.01 -0.037
C -1.8632 -4.6634 -0.4057 -0.02 0.02 0.00 -0.173
C -2.8147 -5.5921 0.1399 0.00 -0.02 -0.02 -0.166
N -3.5879 -6.3252 0.5680 0.00 0.01 0.01 0.184
C -0.4898 -4.9238 -0.3264 0.03 -0.01 0.00 -0.178
C 0.4094 -4.0000 -0.8474 0.00 0.01 0.03 -0.039
C -0.0515 -2.8169 -1.3934 -0.02 0.01 0.01 -0.584
S 1.0664 -1.6535 -2.1327 -0.07 -0.02 -0.16 0.693
C 0.0102 -6.1134 0.3013 -0.02 -0.01 0.03 -0.172
N 0.4372 -7.0465 0.8178 0.01 0.00 -0.02 0.180
H -3.3822 -3.2899 -1.0244 0.00 0.00 0.00 0.126
H 1.4707 -4.2069 -0.8050 0.00 0.01 -0.01 0.126
C 2.1181 2.3914 3.4350 0.01 0.00 0.01 -0.103
C 2.5917 1.8895 2.0774 0.01 -0.04 0.02 -0.272
C 1.4878 1.9661 1.0296 0.02 -0.04 -0.02 -0.274
C 1.9130 1.4442 -0.3420 0.00 -0.03 -0.06 -0.328
Ge 2.3179 -0.4955 -0.6046 0.61 0.21 0.35 0.738
C 2.7781 -1.5460 0.9694 0.06 -0.11 -0.04 -0.327
C 1.7069 -1.8080 2.0183 -0.01 0.01 -0.01 -0.303
C 2.2311 -2.6218 3.1946 -0.01 0.00 0.01 -0.261
C 1.1297 -2.9500 4.1947 0.00 -0.01 0.01 -0.108
H 2.9118 2.3413 4.1807 0.00 0.00 0.00 0.071
H 1.2781 1.7941 3.7971 0.00 0.00 0.00 0.073
H 1.7824 3.4284 3.3721 0.00 0.00 0.00 0.075
H 2.9375 0.8550 2.1764 -0.02 0.07 0.00 0.080
H 3.4549 2.4727 1.7416 0.00 0.00 0.00 0.115
H 1.1723 3.0097 0.9258 0.02 -0.01 -0.01 0.121
H 0.6186 1.4202 1.3925 -0.10 -0.05 0.01 0.085
H 2.8941 1.8490 -0.6158 -0.01 0.05 0.02 0.073
H 1.2830 1.8746 -1.1370 -0.04 -0.03 0.01 0.033
H 3.5494 -0.4142 -1.5302 0.02 -0.09 -0.02 -0.019
H 3.6338 -1.0170 1.4045 -0.02 -0.04 -0.01 0.066
H 3.1786 -2.4924 0.5917 -0.01 0.01 -0.01 0.070
H 0.8716 -2.3364 1.5531 0.07 0.00 -0.01 0.078
H 1.2906 -0.8624 2.3813 -0.01 -0.02 -0.01 0.102
H 3.0355 -2.0689 3.6902 0.00 0.00 0.00 0.111
H 2.6791 -3.5488 2.8226 0.00 0.00 0.00 0.112
H 0.6613 -2.0391 4.5745 0.00 0.00 0.00 0.073
H 1.5144 -3.5110 5.0463 0.00 0.00 0.00 0.071
H 0.3497 -3.5562 3.7276 0.00 0.00 0.00 0.070
```
Forces are in eV/Å.

2S+1: 2
Relative energy (zero: lowest compared OMol25 entry of this formula, charge and spin) (kcal per mole): 0.00
Frontier orbital gap (alpha / beta) (eV): 7.46 / 6.94
⟨S²⟩: 0.76
HOMO energy (alpha / beta) (eV): -8.202 / -8.312

---

Here is a molecular structure, C30H31N4O8PtS2 at a distorted geometry from OMol25. Energies are from the ωB97M-V functional and the def2-TZVPD basis.

Geometry as XYZ:
```
76
Properties=species:S:1:pos:R:3:forces:R:3:lowdin_charge:R:1
Pt -1.0245 -0.4723 -0.8243 -1.70 0.41 0.68 1.407
O -0.3139 6.2084 -1.6356 1.63 0.94 -2.53 0.320
C -0.9613 5.8497 -0.6487 -2.11 -0.66 3.72 -0.543
O -1.5152 6.4840 0.2323 0.32 -0.54 -0.81 0.145
C -0.9666 4.2964 -0.6310 -0.59 -0.34 0.33 -0.005
C 0.2266 3.5356 -1.0645 1.15 -0.86 0.48 -0.174
C -0.1811 2.2331 -1.6548 0.58 -0.20 -0.47 -0.046
N -1.1816 1.5797 -1.1291 0.50 -0.42 -0.29 -0.045
C -2.0729 2.2072 -0.3299 0.18 -0.17 0.63 -0.130
C -2.0440 3.5920 -0.1363 0.63 0.79 -0.42 0.101
C -3.0439 1.3004 0.3605 -1.20 -0.91 1.26 -0.573
O -3.7928 1.7134 1.2598 1.31 -0.37 -1.77 0.067
O -2.9465 0.0439 -0.0279 0.32 0.76 0.13 -0.243
H 0.9469 4.0658 -1.6991 -0.36 -0.06 0.27 0.159
H 0.3792 1.7409 -2.4737 -0.17 0.28 0.85 0.141
H -2.8913 4.0222 0.3768 0.02 0.31 -0.06 0.151
C 7.0313 2.7749 -1.9561 0.63 0.04 -0.44 -0.054
C 5.6961 2.4652 -1.3493 -0.02 0.22 -0.16 -0.271
C 5.3839 2.8874 -0.0540 -0.42 -0.30 0.03 -0.012
C 4.1373 2.5786 0.4894 0.75 -0.11 -0.47 -0.064
C 3.2368 1.8487 -0.2703 -0.39 0.50 0.50 -0.340
C 3.5121 1.4413 -1.5783 -0.41 0.22 0.31 -0.090
C 4.7435 1.7915 -2.1206 -0.28 -0.05 0.50 -0.037
S 1.6206 1.6775 0.5313 0.31 -2.08 -0.08 0.934
O 1.9219 1.4438 1.9732 -0.42 1.41 -1.46 -0.426
O 1.0572 3.2073 0.2394 -0.67 1.22 -0.43 -0.313
N 0.8166 -0.7191 -1.3613 0.41 1.14 -0.66 -0.035
C 1.3839 -1.7803 -0.8603 -0.45 -1.07 0.52 -0.353
C 2.7693 -2.0339 -0.7849 -0.12 -0.52 0.07 0.034
C 3.2261 -3.2494 -0.2512 -1.06 -0.05 0.08 -0.031
C 2.3256 -4.2261 0.1794 0.96 -0.22 -0.24 0.002
C 0.9199 -4.0262 0.1405 -0.52 0.12 -0.12 -0.145
C -0.0773 -4.9477 0.5340 -0.13 0.57 -0.14 0.041
C -1.4157 -4.5571 0.4722 0.84 -0.51 0.10 -0.015
C -1.7683 -3.2734 0.0557 1.01 0.84 -0.34 -0.050
N -0.8272 -2.3846 -0.3325 -0.04 -2.17 0.29 -0.069
C 0.4768 -2.7903 -0.3385 -0.13 0.76 0.22 -0.152
H 7.8222 2.8245 -1.1885 -0.34 0.04 -0.31 0.085
H 7.0048 3.7520 -2.4860 0.07 -0.58 0.28 0.097
H 7.3239 1.9871 -2.6868 -0.19 0.61 0.44 0.089
H 6.1015 3.4591 0.5300 -0.03 -0.16 -0.13 0.122
H 3.8659 2.8517 1.4979 0.04 0.13 0.07 0.111
H 2.7675 0.8698 -2.1417 0.25 0.25 0.13 0.088
H 4.9491 1.5600 -3.1543 0.19 -0.20 -0.06 0.115
H 3.4279 -1.2712 -1.1475 0.39 0.16 -0.06 0.100
H 4.2795 -3.4560 -0.1717 0.17 0.05 -0.07 0.112
H 2.7277 -5.1913 0.4974 -0.25 0.32 0.06 0.125
H 0.2442 -5.9317 0.8723 -0.34 0.14 -0.01 0.131
H -2.1751 -5.2700 0.7564 -0.17 0.13 0.00 0.115
H -2.7842 -2.9231 0.0177 -0.21 0.05 0.07 0.106
O -0.3196 -0.5219 1.7261 -0.34 0.45 -0.88 -0.569
S -1.5411 -0.2744 2.6214 0.49 -0.33 0.14 0.996
C -1.2779 1.2783 3.5836 0.04 -0.23 -0.25 -0.269
C -0.9527 0.8639 5.0283 -0.32 -0.43 0.49 -0.205
C -0.4891 -0.6268 5.0800 0.27 0.42 0.37 -0.217
C -1.2136 -1.4278 4.0059 -0.81 0.46 0.02 -0.295
H -2.2401 1.7973 3.4624 0.34 -0.04 0.21 0.083
H -0.4852 1.8837 3.0934 -0.35 -0.67 0.16 0.097
H -1.8494 0.9819 5.6660 0.37 -0.02 -0.36 0.117
H -0.1694 1.4941 5.4597 -0.17 -0.03 -0.14 0.116
H -0.6585 -1.0352 6.0938 0.07 0.12 -0.54 0.120
H 0.5893 -0.6645 4.8893 -0.17 -0.03 -0.01 0.116
H -2.2023 -1.8178 4.3068 0.40 0.23 0.08 0.098
H -0.6449 -2.2426 3.5564 0.03 0.11 0.05 0.088
C -5.5338 -3.2610 -3.4919 0.28 -1.02 -0.23 -0.050
N -4.5755 -2.4093 -2.7846 -0.46 -0.24 -0.59 -0.179
C -4.9940 -1.8776 -1.4904 0.33 -0.46 0.07 -0.023
C -3.4194 -2.1151 -3.3916 1.62 0.98 0.39 -0.296
O -2.4839 -1.3931 -2.9684 -1.26 -0.80 0.02 -0.084
H -6.4902 -2.7567 -3.6494 0.12 0.00 0.18 0.092
H -5.7019 -4.2455 -2.9800 0.08 0.99 -0.11 0.106
H -5.1234 -3.5305 -4.4796 -0.17 0.26 0.37 0.087
H -6.0365 -1.5319 -1.5352 0.39 0.02 -0.09 0.103
H -4.3087 -1.0820 -1.1973 -0.26 -0.05 0.03 0.053
H -4.9472 -2.6952 -0.7457 -0.09 0.37 -0.18 0.094
H -3.2733 -2.5794 -4.3867 -0.38 0.04 0.33 0.143
```
Forces are in eV/Å.

2S+1: 5
Frontier orbital gap (alpha / beta) (eV): 7.11 / 5.01
Total charge: +1
⟨S²⟩: 6.13
HOMO energy (alpha / beta) (eV): -10.602 / -11.195

---

no.,total energy (a.u.)
1,-4197.43386
2,-4499.50363
3,-2897.98231